ORCA calculation (the ωB97M-V functional and the def2-TZVPD basis) on a 2-piece molecular cluster, C38H36N2O3 overall.

The value obtained for the calculated total energy is -1804.81669 Ha. The HOMO-LUMO gap comes out at 7.2 eV. The value obtained for the energy above the lowest of the compared OMol25 structures with the same formula, charge and spin is 0.0 kJ/mol.

Each line ends with the Mulliken charge.
Cartesian coordinates (Å):
C (6.44468, 1.16141, -0.14124)  -1.462
C (5.05167, 1.67845, -0.11896)  0.787
C (4.11432, 1.19060, -1.01206)  -0.979
C (2.81369, 1.65937, -1.01923)  1.143
C (1.86394, 1.10215, -2.01315)  -1.245
C (2.42201, 2.62372, -0.08700)  -0.164
N (1.03645, 3.06588, -0.04852)  0.368
C (-0.07285, 2.31539, 0.05203)  -0.758
N (-1.18200, 3.06983, 0.11678)  0.712
C (-2.56788, 2.62747, 0.14077)  -0.044
C (-2.96034, 1.65165, 1.05906)  1.396
C (-1.98889, 1.08889, 2.02993)  -1.523
C (-4.26198, 1.18223, 1.04204)  -1.115
C (-5.19719, 1.67808, 0.15072)  0.599
C (-6.59260, 1.16476, 0.16193)  -1.434
C (-4.80130, 2.64895, -0.75356)  -1.183
C (-3.49808, 3.11742, -0.78162)  1.260
C (-3.10417, 4.11110, -1.81002)  -1.595
C (-0.74413, 4.41918, 0.07756)  -0.708
C (0.59973, 4.41631, -0.05433)  -0.772
C (3.35661, 3.11065, 0.83264)  1.289
C (2.97118, 4.10907, 1.86137)  -1.589
C (4.65997, 2.64301, 0.79459)  -1.174
H (7.05336, 1.63765, 0.63023)  0.349
H (6.45356, 0.08396, 0.03743)  0.297
H (6.91052, 1.35542, -1.11013)  0.345
H (4.39330, 0.42425, -1.71451)  0.556
H (0.90125, 1.61092, -1.98973)  0.149
H (2.26138, 1.20832, -3.02291)  0.468
H (1.69462, 0.04296, -1.81619)  0.002
H (-2.47993, 0.40571, 2.72285)  0.436
H (-1.20763, 0.53313, 1.51073)  0.066
H (-1.51676, 1.87668, 2.61852)  0.392
H (-4.54710, 0.40793, 1.73245)  0.350
H (-7.19425, 1.64755, -0.61066)  0.343
H (-6.60867, 0.08845, -0.02267)  0.298
H (-7.06491, 1.35733, 1.12768)  0.343
H (-5.51446, 3.03330, -1.46293)  0.310
H (-3.90699, 4.27876, -2.52706)  0.386
H (-2.86949, 5.07358, -1.35939)  0.317
H (-2.23102, 3.76785, -2.36349)  0.297
H (-1.37850, 5.28304, 0.15819)  0.580
H (1.23412, 5.27670, -0.16593)  0.564
H (3.78292, 4.28395, 2.56681)  0.396
H (2.72779, 5.06862, 1.40848)  0.324
H (2.10661, 3.76876, 2.43007)  0.310
H (5.37570, 3.02414, 1.50335)  0.303
C (-5.02115, -3.38208, 2.34947)  -0.574
O (-4.95447, -3.76892, 0.99973)  -0.464
C (-3.75401, -3.47171, 0.36523)  0.853
C (-2.68727, -2.77335, 0.94965)  -0.090
C (-1.52778, -2.55952, 0.25653)  -1.097
C (-1.36707, -3.01531, -1.05824)  0.363
C (-0.10575, -2.84817, -1.76748)  -0.404
C (1.11186, -3.14369, -1.25690)  0.519
C (2.38755, -2.92342, -1.93847)  -0.568
O (2.54126, -2.41619, -3.02745)  -0.676
C (3.44664, -3.41837, -1.04707)  0.352
C (2.86816, -3.93924, 0.10470)  -0.347
C (3.65176, -4.45094, 1.12178)  -0.393
C (5.02227, -4.42632, 0.97216)  -0.483
C (5.60059, -3.90807, -0.17474)  -0.572
C (4.82000, -3.40353, -1.19370)  -0.348
C (1.40710, -3.81619, 0.01079)  0.875
O (0.61328, -4.22005, 0.83114)  -0.675
C (-2.44490, -3.68011, -1.65448)  -0.544
C (-3.59807, -3.91259, -0.95674)  -0.672
H (-5.98637, -3.68920, 2.75204)  0.253
H (-4.22940, -3.87850, 2.91139)  0.334
H (-4.93628, -2.29815, 2.42410)  0.111
H (-2.77302, -2.41165, 1.95896)  0.396
H (-0.70386, -2.06436, 0.74045)  0.530
H (-0.13759, -2.49913, -2.78546)  0.540
H (3.19046, -4.84994, 2.00854)  0.518
H (5.65073, -4.80567, 1.75842)  0.417
H (6.67240, -3.89415, -0.26945)  0.431
H (5.25669, -2.99757, -2.08792)  0.515
H (-2.33802, -4.05365, -2.65725)  0.469
H (-4.41397, -4.45483, -1.40069)  0.441

Cartesian forces, eV/Å:
C 0.493 -0.097 0.087
C -0.184 0.046 0.009
C 0.074 0.289 0.315
C -0.438 0.235 0.155
C -0.530 -0.001 -0.570
C -0.293 -0.348 -0.060
N -1.152 2.121 0.187
C 0.026 -3.916 0.074
N 1.130 2.067 -0.136
C 0.257 -0.278 -0.037
C 0.262 0.054 -0.045
C 0.270 -0.453 0.464
C 0.073 0.299 -0.267
C 0.119 0.107 -0.100
C -0.468 -0.100 -0.086
C 0.128 -0.233 0.358
C 0.453 -0.003 0.213
C 0.048 0.413 -0.486
C 0.199 0.007 -0.104
C -0.193 -0.036 0.091
C -0.348 0.022 -0.160
C -0.048 0.390 0.477
C -0.192 -0.169 -0.302
H 0.001 -0.058 -0.070
H 0.085 0.004 -0.062
H 0.044 -0.088 0.047
H 0.068 -0.193 -0.254
H 0.114 -0.219 0.018
H 0.150 -0.166 -0.031
H -0.092 -0.002 -0.102
H -0.131 0.038 0.033
H 0.075 0.164 0.066
H 0.142 -0.019 -0.056
H -0.062 -0.188 0.248
H 0.002 -0.054 0.066
H -0.067 0.007 0.063
H -0.045 -0.085 -0.032
H -0.128 0.113 -0.185
H -0.038 -0.064 0.030
H 0.054 0.067 -0.129
H 0.132 0.097 -0.003
H -0.138 -0.070 -0.034
H 0.155 -0.065 0.043
H 0.037 -0.063 -0.033
H -0.064 0.062 0.113
H -0.136 0.082 -0.008
H 0.134 0.109 0.178
C -0.089 0.010 0.223
O 1.051 0.142 -0.982
C -0.047 -0.088 -0.132
C -1.170 -0.246 0.403
C 0.518 -0.215 -0.831
C -0.401 0.058 0.469
C 0.719 -0.392 0.459
C -1.209 0.358 -0.292
C 0.051 0.462 -1.067
O 0.134 0.058 -0.111
C 0.365 -0.282 0.651
C 0.738 0.015 -0.238
C -0.361 -0.063 0.124
C -0.012 -0.061 0.183
C 0.151 0.065 -0.140
C -0.097 0.181 -0.346
C -0.794 -0.232 0.901
O 0.196 -0.208 0.207
C 0.634 0.395 0.084
C -0.851 -0.105 0.728
H 0.045 -0.038 -0.218
H 0.041 0.126 0.206
H 0.057 0.101 0.237
H 0.081 0.092 0.163
H 0.059 0.194 0.063
H 0.031 0.133 -0.380
H -0.098 -0.082 0.185
H 0.143 -0.101 0.167
H 0.229 -0.011 -0.021
H 0.148 0.104 -0.236
H -0.059 -0.070 -0.293
H -0.182 -0.125 -0.151

=====

ORCA calculation (the ωB97M-V functional and the def2-TZVPD basis) on C2H4Cl2S2 as an isolated structure.

The value obtained for the calculated total energy is -1795.24120 Ha. The HOMO-LUMO gap (spin up / spin down) comes out at 7.5 / 7.2 eV. The value obtained for the energy above the lowest of the compared OMol25 structures with the same formula, charge and spin is 158.2 kJ/mol.

Each line ends with the Mulliken charge.
Cartesian coordinates (Å):
C (1.48989, 0.63358, 0.24281)  -0.878
C (-2.34283, -0.42381, 0.07999)  -0.029
S (1.08504, -1.17920, 0.45040)  0.058
S (0.47864, -1.75731, -1.33539)  -0.219
Cl (-2.37690, 1.03646, -0.93977)  -0.103
Cl (-1.31922, -0.31406, 1.45671)  -0.055
H (2.64092, 0.81913, 0.25155)  0.300
H (1.07037, 1.31028, 0.94339)  0.357
H (1.19749, 1.05884, -0.64717)  0.381
H (-1.92341, -1.18390, -0.50253)  0.188

Cartesian forces, eV/Å:
C 3.296 -0.758 1.074
C 1.091 2.230 0.051
S 1.081 0.984 -1.347
S 0.162 0.169 0.745
Cl -0.324 -0.670 0.809
Cl -1.681 0.503 0.629
H -1.879 -0.743 0.235
H -0.518 -0.016 1.375
H -0.992 0.082 -2.490
H -0.237 -1.782 -1.081

=====

ORCA calculation (the ωB97M-V functional and the def2-TZVPD basis) on H12O7V as an isolated structure.

The value obtained for the calculated total energy is -1477.04467 Ha. As for the spin multiplicity: 2. The HOMO-LUMO gap (spin up / spin down) comes out at 3.4 / 5.2 eV. As for the charge: +2. The value obtained for the energy above the lowest of the compared OMol25 structures with the same formula, charge and spin is 827.7 kJ/mol. As for the expectation value of S²: 0.983.

Each line ends with the Mulliken charge.
Cartesian coordinates (Å):
O (0.35552, 1.70744, 2.09075)  -0.249
V (0.17624, 0.73632, 0.88284)  1.906
O (-2.95981, -0.85810, 2.28869)  -0.608
H (-3.31946, -1.10599, 3.14043)  0.324
H (-3.61412, -1.15504, 1.65628)  0.337
O (-2.76760, 2.01309, -1.20017)  -0.627
H (-2.98140, 1.82554, -2.11414)  0.329
H (-3.32515, 2.75661, -0.97098)  0.333
O (3.77472, 0.04946, 0.35268)  -0.602
H (4.41022, -0.50181, 0.80925)  0.328
H (4.30604, 0.61214, -0.21063)  0.328
O (1.41921, 3.23482, -1.44390)  -0.600
H (2.24194, 3.63898, -1.71956)  0.321
H (0.74197, 3.73276, -1.90177)  0.327
O (0.94295, -3.02457, 2.01871)  -0.576
H (0.12749, -3.47958, 2.22903)  0.339
H (1.59808, -3.72012, 1.96181)  0.335
O (-0.38373, -1.89385, -2.33187)  -0.590
H (-1.12676, -2.33100, -2.74787)  0.319
H (0.38365, -2.23710, -2.78961)  0.328

Cartesian forces, eV/Å:
O -0.501 -2.569 -3.128
V 0.610 2.335 2.494
O 0.735 0.316 -0.404
H -0.046 -0.028 0.434
H -0.276 -0.092 -0.254
O 0.640 -0.303 0.453
H -0.033 -0.145 -0.352
H -0.215 0.280 0.171
O -0.913 0.109 0.006
H 0.167 -0.261 0.284
H 0.169 0.254 -0.227
O -0.397 -0.694 0.531
H 0.413 0.080 0.010
H -0.284 0.185 -0.170
O -0.167 0.819 -0.148
H -0.354 -0.231 0.134
H 0.398 -0.253 -0.072
O 0.082 0.461 0.547
H -0.318 -0.138 -0.126
H 0.290 -0.127 -0.183

=====

ORCA calculation (the ωB97M-V functional and the def2-TZVPD basis) on one molecule with the formula C5H13NS.

The value obtained for the calculated total energy is -651.21102 Ha. The HOMO-LUMO gap comes out at 9.2 eV. The SMILES is CSCC[C@@H](C)N. The value obtained for the energy above the lowest of the compared OMol25 structures with the same formula, charge and spin is 86.5 kJ/mol.

Each line ends with the Mulliken charge.
Cartesian coordinates (Å):
C (1.80979, 0.63628, -1.33933)  -1.366
C (0.48094, 0.07986, -0.90428)  0.700
C (0.64352, -0.48392, 0.53982)  -1.294
C (-0.55162, -1.23076, 1.10809)  -0.515
S (-2.04475, -0.43732, 1.86491)  -0.134
C (-1.87480, 1.33765, 1.47196)  -0.765
N (0.14515, -1.08749, -1.74697)  -0.528
H (2.15870, 1.50401, -0.76189)  0.345
H (2.57966, -0.12327, -1.22181)  0.295
H (1.79003, 1.11286, -2.32412)  0.346
H (-0.35313, 0.77793, -1.00212)  0.272
H (0.66002, 0.41548, 1.18807)  0.335
H (1.57751, -1.02113, 0.66709)  0.502
H (-0.99432, -1.84512, 0.32356)  0.300
H (-0.21272, -1.86309, 1.93028)  0.358
H (-2.38706, 1.92236, 2.23601)  0.324
H (-0.85963, 1.68108, 1.35643)  0.238
H (-2.46027, 1.52323, 0.56713)  0.241
H (0.34728, -1.99610, -1.41573)  0.179
H (-0.45427, -0.90255, -2.53712)  0.169

Cartesian forces, eV/Å:
C 0.526 1.694 0.091
C 0.115 -2.576 0.106
C -1.629 2.690 0.717
C -0.444 -1.120 -0.216
S 0.804 0.786 -0.007
C -1.236 -0.238 -0.402
N -0.157 1.957 -0.459
H -0.265 -0.216 0.582
H 0.015 -0.068 -0.464
H -0.051 -0.815 -0.309
H 0.190 0.186 0.329
H 0.890 -0.307 -0.163
H 0.015 -0.212 -0.125
H 0.206 -0.260 0.138
H 0.038 -0.145 -0.217
H 0.272 -0.166 0.267
H 0.248 0.001 0.068
H 0.405 0.114 -0.128
H -0.136 -0.632 -0.073
H 0.197 -0.672 0.265

=====

Question: The lowest calculated total energy belongs to which entry?
Answer: C38H36N2O3